# 1
34
Properties=species:S:1:pos:R:3:mulliken_charge:R:1 method="wB97M-V/def2-TZVPD" total_charge=-1 homo_ha=-0.1433 molar_mass_g_mol=989.41 orbital_gap_ev=5.645 de_lowest_kcal_mol=0.1
Pd 2.11 -1.70 -0.96 0.1998
Cl -4.11 -3.11 0.85 -0.2166
C -2.76 -2.05 0.82 0.4930
C -2.09 -1.80 -0.36 -0.4280
Cl -2.55 -2.60 -1.81 -0.1221
C -1.00 -0.93 -0.35 0.7628
Cl -0.22 -0.47 -1.86 0.9171
C -0.48 -0.27 0.80 -0.4197
O 0.50 0.51 0.78 -0.9146
C -1.22 -0.57 1.99 0.5380
Cl -0.67 0.19 3.43 -0.2030
C -2.31 -1.41 1.99 0.1541
Cl -3.18 -1.67 3.46 -0.2102
Br -2.52 3.11 0.74 -0.1041
C -2.00 2.44 -0.95 0.4909
C -2.69 1.47 -1.56 -0.1900
Br -4.36 0.84 -0.92 -0.0339
C -2.23 0.87 -2.83 0.0381
Br -3.31 1.46 -4.32 -0.1140
C -1.25 0.04 -3.15 -0.9349
O 0.49 -1.72 -2.41 -0.6251
C -0.60 3.12 -2.85 0.5574
O -0.39 3.17 -3.98 -0.3331
C -0.83 3.08 -1.55 -0.1688
Br 0.48 4.06 -0.58 -0.1231
I 6.72 -0.76 3.15 0.0624
C 4.94 -0.75 2.11 -0.6023
C 3.83 0.02 2.37 -0.2282
N 2.92 -0.32 1.45 0.1608
N 3.37 -1.26 0.62 -0.3342
C 4.60 -1.54 1.00 -0.4883
H 3.64 0.76 3.12 0.4747
H 1.98 0.07 1.27 0.4819
H 5.18 -2.29 0.49 0.4633

***

# 2
69
Properties=species:S:1:pos:R:3:mulliken_charge:R:1 method="wB97M-V/def2-TZVPD" total_charge=+2 homo_ha=-0.5099 molar_mass_g_mol=541.27 orbital_gap_ev=6.050
Na 7.07 -32.29 28.55 0.9029
Na 6.26 -32.38 31.83 0.8654
Na 8.15 -35.10 30.73 0.9414
C 10.76 -31.30 30.74 -1.0250
C 9.94 -32.31 30.05 0.7785
O 8.65 -32.59 30.61 -0.9598
H 11.60 -31.13 30.07 0.1114
H 11.07 -31.55 31.76 0.3560
H 10.25 -30.34 30.85 0.1903
H 10.54 -33.22 29.97 0.2202
H 9.73 -32.03 29.02 -0.4679
Cl 14.20 -34.96 31.45 -0.1776
C 13.71 -33.24 31.30 0.2980
C 14.91 -32.41 30.74 -0.3475
Cl 16.25 -32.48 31.89 -0.1667
H 13.30 -32.86 32.23 0.3335
H 12.91 -33.16 30.58 -0.4197
H 14.66 -31.34 30.72 0.2248
H 15.26 -32.64 29.73 0.2652
Cl 12.57 -23.71 29.72 -0.1609
C 11.64 -25.13 29.39 -0.3634
C 12.38 -26.43 29.81 -0.5713
Cl 11.14 -27.74 29.84 -0.1292
H 11.57 -25.14 28.31 0.2590
H 10.65 -25.06 29.84 0.2983
H 12.77 -26.47 30.83 0.3519
H 13.11 -26.68 29.05 0.3115
C 12.58 -31.28 27.25 -0.1983
O 13.65 -32.11 27.58 -0.5651
H 12.51 -30.46 27.97 0.2431
H 12.74 -30.88 26.25 0.4260
H 11.62 -31.79 27.28 -0.2638
H 14.50 -31.66 27.48 0.3167
C 10.43 -34.46 27.17 -0.3323
O 11.86 -34.44 27.27 -0.4770
H 9.88 -34.60 28.10 -0.0718
H 9.95 -33.65 26.63 0.1487
H 10.28 -35.46 26.77 0.4824
H 12.20 -33.63 27.65 0.2733
C 8.67 -29.89 33.50 -0.6717
O 7.88 -30.70 32.77 -0.5391
H 8.82 -29.00 32.89 0.2416
H 8.27 -29.68 34.49 0.2800
H 9.65 -30.38 33.57 0.2720
H 8.48 -31.19 32.19 0.2614
C 8.02 -32.62 25.16 -0.9536
O 7.73 -31.84 26.29 -0.2383
C 7.97 -30.49 26.22 -0.5376
C 8.04 -29.76 27.67 -1.0393
N 6.76 -29.71 28.45 -0.1719
C 6.77 -29.10 29.76 -0.3873
C 5.33 -29.01 30.38 -0.8415
O 4.93 -30.24 30.92 -0.2594
C 3.57 -30.29 31.41 -0.7573
H 8.79 -32.08 24.60 0.3880
H 7.10 -32.63 24.59 0.2836
H 8.29 -33.66 25.34 0.3316
H 7.11 -30.10 25.68 0.3840
H 8.96 -30.33 25.78 0.4822
H 8.25 -28.77 27.26 0.5421
H 8.86 -30.13 28.28 0.3420
H 6.18 -29.28 27.76 0.2323
H 7.19 -28.10 29.65 0.4653
H 7.43 -29.53 30.52 0.1755
H 4.61 -28.70 29.62 0.4322
H 5.28 -28.17 31.08 0.5040
H 2.85 -30.65 30.68 0.3372
H 3.22 -29.35 31.84 0.3306
H 3.55 -31.06 32.18 0.2104

***

# 3
85
Properties=species:S:1:pos:R:3:mulliken_charge:R:1 method="wB97M-V/def2-TZVPD" total_charge=-1 homo_ha=-0.0633 molar_mass_g_mol=800.41 orbital_gap_ev=2.748
C -5.93 0.64 0.97 -0.0881
C -5.55 -0.40 1.68 -0.6732
In -3.69 -0.33 2.91 0.8055
C -2.06 0.62 1.70 -0.8401
S -3.16 -2.73 3.46 -0.5678
C -3.86 0.91 4.78 -1.1560
C -3.10 0.26 5.95 -0.2790
C -1.76 0.88 6.24 -0.3754
F -1.85 2.21 6.60 -0.3135
H -6.61 1.38 1.42 0.1732
H -5.58 0.80 -0.05 0.2165
H -6.12 -1.32 1.64 0.0237
H -1.27 0.89 2.40 0.2884
H -1.69 -0.03 0.92 -0.2137
H -2.41 1.55 1.26 0.2986
H -2.76 -3.21 2.28 0.0513
H -3.48 1.90 4.52 0.4373
H -4.90 1.05 5.04 0.3365
H -2.89 -0.78 5.69 0.1206
H -3.69 0.22 6.86 0.3582
H -1.11 0.76 5.38 0.1828
H -1.29 0.33 7.05 0.3071
C 1.42 0.98 -0.88 -0.4930
N -0.03 0.69 -1.01 0.9829
O -0.82 1.54 -0.72 -0.4822
O -0.33 -0.44 -1.40 -0.5919
H 1.53 2.00 -0.52 0.2489
H 1.84 0.27 -0.17 0.2866
H 1.87 0.87 -1.86 -0.0060
C 4.29 -1.31 -3.52 -0.8682
N 4.06 -0.70 -2.19 0.7678
O 3.80 -1.45 -1.26 -0.4898
O 4.14 0.51 -2.11 -0.3816
H 4.18 -2.38 -3.44 0.3153
H 3.55 -0.89 -4.20 0.3162
H 5.30 -1.04 -3.83 0.3272
C -5.89 -4.56 2.01 -0.2774
N -6.94 -4.77 0.98 0.9839
O -7.27 -3.83 0.29 -0.5049
O -7.41 -5.90 0.89 -0.6288
H -5.56 -3.53 1.99 -0.1994
H -6.33 -4.80 2.97 0.3550
H -5.07 -5.23 1.79 0.2359
C 3.40 3.41 -3.92 -0.2964
N 1.95 3.09 -4.09 0.9788
O 1.15 3.95 -3.82 -0.5385
O 1.68 1.97 -4.48 -0.5652
H 3.50 4.43 -3.56 0.0978
H 3.80 2.70 -3.20 0.1076
H 3.87 3.29 -4.89 0.2765
C -5.65 -1.26 -3.76 -0.8654
N -5.87 -0.68 -2.41 0.8793
O -6.04 -1.44 -1.50 -0.3513
O -5.87 0.54 -2.33 -0.5905
H -5.68 -2.34 -3.68 0.3423
H -6.44 -0.89 -4.41 0.3125
H -4.67 -0.92 -4.10 0.2748
C 6.88 -2.01 -0.34 -0.2895
N 7.82 -2.24 -1.47 0.9367
O 7.56 -1.72 -2.54 -0.5422
O 8.79 -2.94 -1.26 -0.5763
H 6.08 -1.38 -0.69 -0.1538
H 6.51 -2.98 -0.03 0.3137
H 7.44 -1.54 0.45 0.3300
C 4.67 1.04 2.47 -0.7307
N 5.60 1.03 1.31 0.9174
O 6.52 0.22 1.32 -0.5672
O 5.39 1.83 0.44 -0.4885
H 4.98 0.27 3.17 0.3100
H 4.72 2.02 2.93 0.2882
H 3.67 0.83 2.09 0.2559
C -1.96 -3.15 -1.55 -0.7009
N -3.39 -3.56 -1.50 0.9244
O -4.04 -3.47 -2.53 -0.5663
O -3.81 -3.96 -0.44 -0.4708
H -1.73 -2.82 -2.56 0.2858
H -1.82 -2.34 -0.84 0.1873
H -1.37 -4.02 -1.28 0.3052
C 5.88 6.38 -1.34 -0.7226
N 4.45 5.96 -1.37 0.9082
O 3.84 6.09 -2.42 -0.5850
O 3.99 5.52 -0.34 -0.4863
H 6.15 6.75 -2.32 0.3007
H 5.98 7.16 -0.59 0.2913
H 6.47 5.51 -1.08 0.2735

***

# 4
70
Properties=species:S:1:pos:R:3:mulliken_charge:R:1 method="wB97M-V/def2-TZVPD" total_charge=+3 homo_ha=-0.4894 molar_mass_g_mol=466.58 orbital_gap_ev=6.608 de_lowest_kcal_mol=120.5
S -11.15 -10.08 6.07 0.9829
O -10.60 -9.51 4.83 -0.7441
O -11.28 -11.53 5.82 -0.7833
O -10.23 -9.87 7.22 -0.7309
O -12.49 -9.60 6.37 -0.6715
C -14.93 -11.93 9.85 -1.0416
C -15.36 -12.66 8.63 0.6692
O -16.51 -12.58 8.20 -0.4175
N -14.27 -13.45 7.86 -0.1283
H -13.56 -12.98 7.31 0.2447
H -13.66 -13.75 8.61 0.3882
C -14.82 -14.64 7.12 -0.8167
H -15.30 -12.42 10.74 0.3334
H -15.42 -10.96 9.91 0.3138
H -13.87 -11.65 9.92 0.3639
H -15.49 -14.17 6.40 0.3722
H -15.33 -15.34 7.79 0.3443
H -13.91 -15.08 6.71 0.3590
C -16.59 -7.24 6.62 -1.0770
C -15.86 -6.11 5.95 0.6181
O -16.10 -4.90 6.09 -0.4056
N -14.51 -6.55 5.31 -0.0544
H -14.14 -7.31 5.86 0.2782
H -14.70 -6.91 4.39 0.3702
C -13.48 -5.46 5.10 -0.8445
H -17.52 -6.81 7.01 0.3425
H -16.01 -7.46 7.52 0.3198
H -16.76 -8.16 6.06 0.3858
H -12.54 -5.85 4.71 0.3272
H -13.34 -4.84 5.98 0.3628
H -13.84 -4.78 4.33 0.3706
C -11.49 -15.11 1.31 -1.1613
C -12.49 -14.18 1.96 0.6545
O -13.66 -14.45 2.24 -0.4211
N -11.98 -12.73 2.09 -0.0318
H -11.65 -12.56 3.03 0.2826
H -11.35 -12.52 1.34 0.3911
C -13.03 -11.65 1.86 -0.9107
H -10.56 -15.11 1.88 0.3980
H -11.14 -14.69 0.36 0.3626
H -11.83 -16.14 1.39 0.3262
H -13.70 -11.61 2.73 0.3354
H -13.61 -11.78 0.95 0.3957
H -12.75 -10.60 1.71 0.3549
C -7.50 -6.28 5.48 -1.0176
C -6.84 -6.45 4.10 0.7219
O -5.91 -5.78 3.66 -0.4103
N -7.20 -7.81 3.38 -0.1105
H -6.40 -8.33 3.71 0.3814
H -8.04 -8.20 3.77 0.2183
C -7.17 -7.65 1.82 -0.8295
H -7.07 -5.58 6.19 0.3338
H -7.38 -7.25 5.96 0.3258
H -8.56 -6.04 5.38 0.2904
H -7.07 -8.62 1.34 0.3501
H -6.13 -7.36 1.70 0.4119
H -7.88 -6.97 1.35 0.3315
C -8.08 -10.98 11.37 -0.8916
C -7.15 -11.79 10.54 0.4880
O -6.14 -12.35 10.93 -0.4117
N -7.46 -11.85 9.06 -0.0179
H -8.09 -11.14 8.71 0.2401
H -6.70 -11.76 8.41 0.3924
C -8.10 -13.18 8.67 -0.8230
H -8.69 -10.32 10.74 0.3582
H -7.47 -10.38 12.05 0.3315
H -8.76 -11.62 11.94 0.2783
H -9.16 -13.13 8.93 0.3354
H -7.80 -14.05 9.26 0.3547
H -8.00 -13.34 7.60 0.3610

***

# 5
60
Properties=species:S:1:pos:R:3:mulliken_charge:R:1 method="wB97M-V/def2-TZVPD" homo_ha=-0.3585 molar_mass_g_mol=300.48 smiles=CC(C)O.CC(C)O.CC(C)O.CC(C)O.CC(C)O orbital_gap_ev=10.260 de_lowest_kcal_mol=69.6
C -21.42 9.58 -15.63 -1.3998
C -20.58 9.06 -14.48 0.4665
C -20.42 7.52 -14.55 -1.2521
O -19.33 9.68 -14.21 -0.5852
H -22.45 9.25 -15.50 0.3830
H -21.11 9.07 -16.55 0.2903
H -21.41 10.66 -15.73 0.3437
H -21.10 9.29 -13.55 0.3176
H -19.91 7.10 -15.42 0.3260
H -21.35 7.02 -14.28 0.5677
H -19.85 7.26 -13.66 0.1889
H -18.64 9.24 -14.72 0.2774
C -17.69 2.58 -12.34 -1.2817
C -18.62 3.72 -11.81 0.7708
C -19.43 4.46 -12.84 -0.5556
O -19.40 3.20 -10.79 -0.5618
H -18.18 1.81 -12.94 0.2542
H -17.21 1.99 -11.55 0.3608
H -16.74 2.82 -12.81 0.3878
H -18.04 4.53 -11.38 0.0796
H -19.89 3.73 -13.51 -0.0391
H -18.77 5.03 -13.49 -0.0486
H -20.24 5.01 -12.36 0.3683
H -18.98 2.46 -10.36 0.2329
C -21.78 0.97 -14.74 -1.0987
C -23.30 0.62 -14.39 0.2844
C -23.86 1.50 -13.23 -1.1230
O -24.01 0.85 -15.57 -0.5624
H -21.69 2.06 -14.82 0.1849
H -21.42 0.75 -15.75 0.3906
H -21.10 0.64 -13.96 0.3426
H -23.31 -0.44 -14.16 0.2982
H -24.85 1.22 -12.87 0.3353
H -24.07 2.51 -13.57 0.2884
H -23.22 1.45 -12.35 0.3044
H -23.93 1.75 -15.87 0.3489
C -18.93 3.12 -6.79 -1.1097
C -17.67 2.15 -6.58 0.2673
C -17.19 1.62 -7.86 -1.0620
O -16.70 2.93 -5.99 -0.5581
H -19.10 3.91 -6.06 0.3489
H -19.80 2.49 -6.93 0.3267
H -18.80 3.60 -7.76 0.2750
H -17.89 1.27 -5.99 0.3314
H -18.03 1.28 -8.46 0.2386
H -16.37 0.90 -7.81 0.3484
H -16.80 2.44 -8.47 0.2626
H -16.68 3.66 -6.61 0.3614
C -16.88 7.14 -14.71 -1.1232
C -16.41 8.45 -15.26 0.3190
C -15.10 8.42 -16.06 -1.3675
O -17.41 9.06 -16.13 -0.5701
H -17.21 6.42 -15.46 0.2795
H -17.51 7.16 -13.82 0.3257
H -15.98 6.68 -14.31 0.4731
H -16.24 9.09 -14.39 0.3399
H -15.33 7.53 -16.65 0.3472
H -14.18 8.25 -15.50 0.3523
H -15.08 9.27 -16.75 0.3471
H -17.52 8.45 -16.86 0.3612

***

# 6
60
Properties=species:S:1:pos:R:3:mulliken_spin:R:1 method="wB97M-V/def2-TZVPD" total_charge=+1 homo_ha="-0.4300 / -0.4300" molar_mass_g_mol=300.48 multiplicity=2 orbital_gap_ev="9.383 / 2.713" de_lowest_kcal_mol=0.0 s2=0.754
C -1.81 2.80 -0.46 0.0001
C -2.42 2.04 0.76 0.0003
C -3.48 1.14 0.35 -0.0006
O -1.41 1.41 1.44 0.0003
H -0.95 3.43 -0.24 0.0000
H -2.46 3.63 -0.77 0.0000
H -1.44 2.25 -1.32 0.0000
H -2.92 2.82 1.32 0.0000
H -3.27 0.37 -0.40 -0.0001
H -4.28 1.69 -0.16 0.0000
H -3.90 0.55 1.17 0.0000
H -0.80 2.10 1.73 0.0001
C 1.11 -0.93 0.76 0.0086
C -0.11 -1.14 -0.15 0.0037
C 0.04 -2.32 -1.13 -0.0045
O -1.21 -1.34 0.65 0.0263
H 1.13 -0.08 1.45 -0.0002
H 1.98 -0.78 0.12 0.0005
H 1.28 -1.82 1.36 -0.0005
H -0.27 -0.19 -0.68 0.0073
H 0.85 -2.22 -1.86 0.0022
H -0.88 -2.41 -1.72 -0.0012
H 0.06 -3.24 -0.54 0.0080
H -1.38 -0.47 1.01 -0.0013
C 1.83 2.65 2.77 0.0000
C 0.86 3.76 3.12 0.0000
C 1.25 4.87 2.07 0.0000
O -0.45 3.34 2.94 0.0000
H 1.53 2.22 1.81 0.0000
H 1.69 1.85 3.49 0.0000
H 2.87 2.99 2.76 0.0000
H 1.02 4.18 4.11 0.0000
H 2.09 5.51 2.35 0.0000
H 0.43 5.56 1.88 0.0000
H 1.57 4.41 1.13 0.0000
H -0.65 2.66 3.59 0.0000
C -1.20 -5.48 1.24 0.1918
C -2.54 -4.70 0.99 0.0248
C -3.16 -3.95 2.16 0.0272
O -2.39 -3.84 -0.10 0.6767
H -0.31 -4.86 1.13 -0.0089
H -1.06 -6.25 0.49 -0.0012
H -1.24 -5.93 2.23 0.0103
H -3.22 -5.46 0.61 0.0310
H -3.91 -3.26 1.76 -0.0016
H -2.44 -3.32 2.68 0.0004
H -3.71 -4.56 2.88 0.0106
H -2.02 -3.00 0.19 -0.0104
C 2.94 0.75 -3.16 0.0001
C 3.82 0.27 -4.28 0.0000
C 3.03 -0.69 -5.21 0.0000
O 4.10 1.41 -4.94 0.0000
H 3.43 1.47 -2.50 0.0000
H 2.62 -0.14 -2.63 -0.0001
H 2.00 1.20 -3.47 0.0000
H 4.79 -0.17 -4.05 0.0000
H 3.69 -1.23 -5.88 0.0000
H 2.33 -0.15 -5.84 0.0000
H 2.46 -1.46 -4.68 0.0000
H 4.52 2.05 -4.35 0.0000

***

# 7
67
Properties=species:S:1:pos:R:3:mulliken_charge:R:1 method="wB97M-V/def2-TZVPD" homo_ha=-0.3155 molar_mass_g_mol=476.74 orbital_gap_ev=9.033
C 2.75 -4.69 2.33 -0.6890
O 2.99 -3.59 1.48 -0.4651
C 1.82 -3.04 0.91 0.1878
C 0.87 -2.45 1.95 -0.4098
O 0.32 -1.26 1.46 -0.2025
C 0.59 -0.10 2.23 -0.8291
O -0.15 -3.33 2.33 -0.4028
C -1.18 -3.48 1.36 -0.8052
C -2.38 -2.64 1.74 1.6311
C -2.92 -2.98 3.13 -1.6415
O -3.38 -2.76 0.73 -0.5309
H 2.49 -4.37 3.35 0.2293
H 1.93 -5.31 1.96 0.2852
H 3.66 -5.28 2.37 0.2864
H 1.32 -3.79 0.29 0.3973
H 2.15 -2.24 0.25 -0.1476
H 1.44 -2.26 2.87 0.6055
H 0.11 -0.17 3.21 0.2852
H 1.67 0.04 2.35 0.4339
H 0.19 0.74 1.69 0.1968
H -0.83 -3.21 0.37 0.2783
H -1.47 -4.54 1.35 0.4959
H -2.08 -1.59 1.72 -0.5863
H -2.73 -4.03 3.38 0.3231
H -3.99 -2.80 3.15 0.4600
H -2.43 -2.37 3.89 0.3162
H -3.66 -3.67 0.65 0.3090
C -4.87 0.43 0.08 -1.0306
S -3.08 0.43 0.08 0.7253
O -2.65 0.87 1.44 -0.5853
C -2.88 1.86 -1.00 -0.9872
H -5.19 -0.37 0.75 0.2781
H -5.23 1.40 0.45 0.2759
H -5.23 0.24 -0.93 0.4062
H -3.38 2.72 -0.57 0.2026
H -3.31 1.62 -1.98 0.3894
H -1.82 2.05 -1.11 0.3523
C -1.95 5.59 2.63 -1.0383
S -2.88 4.45 1.61 0.6512
O -3.57 5.25 0.56 -0.6756
C -4.11 4.05 2.85 -0.9078
H -1.14 5.99 2.01 0.3227
H -2.60 6.40 2.96 0.3221
H -1.53 5.05 3.48 0.3526
H -4.61 4.96 3.17 0.4124
H -3.62 3.55 3.69 0.3323
H -4.82 3.36 2.40 0.1920
C 2.72 -1.03 -2.47 -0.6497
S 2.51 -2.57 -3.37 0.4461
O 2.25 -3.63 -2.36 -0.5706
C 4.23 -2.74 -3.85 -0.9325
H 1.76 -0.76 -2.04 0.1834
H 3.46 -1.18 -1.68 0.3084
H 3.03 -0.24 -3.16 0.2807
H 4.85 -2.76 -2.96 0.2894
H 4.51 -1.91 -4.50 0.3393
H 4.33 -3.68 -4.40 0.3282
C 3.12 4.58 -3.80 -0.9558
S 2.92 3.07 -4.75 0.4230
O 2.65 1.99 -3.76 -0.5324
C 4.65 2.91 -5.22 -0.9420
H 2.15 4.82 -3.37 0.3113
H 3.84 4.41 -3.00 0.3001
H 3.44 5.38 -4.46 0.3808
H 5.27 2.87 -4.32 0.2988
H 4.93 3.76 -5.84 0.3868
H 4.75 1.99 -5.79 0.3054